The following is a quantum chemistry calculation of C5H7BrClF5O2S2 as an isolated structure, from the Open Molecules 2025 dataset.

```
! RIJCOSX wB97M-V def2-TZVPD def2/J DEFGRID3
* xyz 0 1
Br 3.187 1.900 -2.092
Cl -3.531 0.281 3.364
S -1.159 0.921 0.345
S 0.408 1.912 -0.998
F -3.236 -2.346 -0.483
F -3.250 -0.829 1.078
F -0.811 -1.673 0.309
F -3.772 -0.348 -0.977
F -1.209 -0.816 -1.682
O -2.306 1.716 0.062
O -0.763 0.847 1.706
C -1.516 -0.789 -0.381
C 2.349 -0.903 0.732
C 2.033 -0.312 -0.660
C 2.057 1.219 -0.665
C -3.028 -1.070 -0.170
H 1.124 -0.730 -1.084
H 2.839 -0.627 -1.315
H 2.655 -0.129 1.431
H 3.186 -1.593 0.656
H 1.517 -1.469 1.139
H 0.486 3.170 -0.531
H 2.415 1.629 0.271
*
```

Summary:
Total energy ... -127210.7324 eV
Relative energy (zero: lowest compared OMol25 entry of this formula, charge and spin) ... 0.00 kcal/mol
Strongest force on any atom ... 3.6 eV/A
HOMO level ... -6.842 eV